[1]
C27H45N4PtSSi | ωB97M-V with the def2-TZVPD basis set

XYZ file:
```
79
Properties=species:S:1:pos:R:3:mulliken_spin:R:1
Pt 0.37 -0.36 -0.06 0.8203
C -2.79 0.96 1.16 0.0139
C -2.19 2.03 0.21 -0.0010
N -0.75 1.91 0.06 0.0366
C 0.09 2.65 0.98 0.0067
C 0.05 2.14 2.42 -0.0053
S 0.50 0.37 2.61 0.0294
C -1.02 -0.36 3.31 0.0008
C -1.96 -1.05 2.31 0.0278
N -2.07 -0.30 1.08 0.0919
H -2.73 1.32 2.18 -0.0008
H -3.86 0.85 0.93 0.0022
H -2.64 1.90 -0.78 0.0005
H -2.48 3.03 0.57 0.0018
H -0.47 2.15 -0.89 -0.0046
H 1.12 2.56 0.61 0.0063
H -0.18 3.73 1.01 -0.0016
H 0.79 2.70 3.00 -0.0021
H -0.92 2.29 2.88 0.0027
H -0.68 -1.08 4.05 -0.0004
H -1.53 0.45 3.85 0.0021
H -1.55 -2.02 2.04 -0.0164
H -2.92 -1.21 2.81 -0.0007
H -2.41 -0.89 0.32 -0.0337
C -2.42 -0.45 -2.44 -0.0131
C -2.18 -1.90 -2.85 0.0183
C -0.97 -2.00 -3.79 0.0165
C -2.09 -2.84 -1.65 0.0499
C -3.18 -3.65 -1.42 -0.0081
C -3.21 -4.63 -0.43 0.0081
C -2.04 -4.84 0.30 -0.0120
C -0.91 -4.06 0.14 0.0797
C 0.33 -4.49 0.92 0.0130
C 1.49 -4.81 -0.03 0.0111
C 0.74 -3.50 2.02 0.0171
C -0.91 -2.94 -0.79 -0.0126
N 0.13 -2.12 -0.93 0.7607
H -2.53 0.21 -3.31 -0.0001
H -1.57 -0.11 -1.85 0.0188
H -3.34 -0.37 -1.84 0.0010
H -3.06 -2.23 -3.42 -0.0003
H -0.06 -1.73 -3.26 -0.0163
H -1.09 -1.34 -4.65 -0.0010
H -0.86 -3.03 -4.15 0.0000
H -4.06 -3.53 -2.05 0.0005
H -4.08 -5.26 -0.28 -0.0003
H -2.01 -5.66 1.01 0.0003
H 0.06 -5.42 1.43 0.0002
H 1.70 -3.95 -0.66 -0.0103
H 1.22 -5.65 -0.68 -0.0003
H 2.39 -5.07 0.53 -0.0018
H 0.92 -2.52 1.60 -0.0080
H 1.65 -3.84 2.52 -0.0009
H -0.05 -3.42 2.77 0.0020
C 5.44 0.85 -0.84 0.0059
Si 3.74 0.40 -0.09 0.0150
C 3.77 1.29 1.59 -0.0017
C 3.83 -1.46 0.24 -0.0031
N 2.31 0.77 -0.93 0.0940
C 2.13 1.32 -2.17 0.0031
C 3.16 1.99 -2.89 0.0059
C 2.93 2.57 -4.12 0.0010
C 1.68 2.53 -4.73 0.0007
C 0.66 1.86 -4.06 -0.0019
C 0.88 1.27 -2.83 -0.0084
H 6.23 0.48 -0.17 -0.0001
H 5.57 1.93 -0.95 0.0001
H 5.59 0.38 -1.82 -0.0002
H 4.73 1.16 2.09 0.0001
H 3.01 0.88 2.25 0.0010
H 3.58 2.36 1.49 -0.0001
H 4.26 -1.70 1.22 0.0009
H 4.41 -1.99 -0.53 0.0000
H 2.82 -1.86 0.21 0.0106
H 4.14 2.05 -2.45 -0.0028
H 3.75 3.06 -4.63 0.0001
H 1.51 2.98 -5.69 0.0001
H -0.33 1.79 -4.51 -0.0003
H 0.10 0.68 -2.35 -0.0083
```

Results
energy relative to the best compared isomer or geometry (same formula, charge and spin): 0.1936 eV
charge: -1
expectation value of S²: 2.014
spin multiplicity: 3
calculated total energy: -2081.841583 Ha

=====

[2]
C27H46BeBrNOP2 | ωB97M-V with the def2-TZVPD basis set

XYZ file:
```
79
Properties=species:S:1:pos:R:3:mulliken_charge:R:1
N -5.96 4.38 -5.19 -0.4815
C -5.85 4.58 -3.88 -0.3760
C -5.25 3.65 -3.01 -0.3806
C -4.58 2.52 -3.55 0.4900
C -4.86 2.26 -4.91 -0.1427
C -5.51 3.22 -5.69 -0.4505
C -3.59 1.74 -2.79 -1.3846
Be -2.54 0.22 -2.30 -0.2053
P 2.82 0.22 -0.92 0.7409
C -2.33 1.38 -3.40 1.6377
C -0.93 1.62 -2.96 -0.6848
C 0.06 1.45 -3.96 -0.3292
C 1.28 2.13 -3.92 -0.6946
C 1.67 2.88 -2.79 -0.1703
C 0.70 2.97 -1.74 -0.7381
C -0.55 2.34 -1.81 -0.0290
Br 3.34 3.66 -2.64 0.0392
H -3.87 1.57 -1.73 0.7287
H -2.43 1.09 -4.45 0.8843
H -5.24 3.82 -1.93 0.4020
H -4.56 1.31 -5.34 0.4304
H -6.23 5.53 -3.48 0.3743
H -5.64 3.05 -6.76 0.3677
H -0.25 0.85 -4.81 0.6038
H -1.27 2.43 -0.99 0.4063
H 1.94 2.09 -4.77 0.5053
H 0.94 3.57 -0.86 0.4757
P -0.95 -1.76 -1.69 1.0654
C 4.38 1.15 -0.38 -0.6022
C 5.58 1.11 -1.32 -1.3460
H 4.69 0.85 0.63 0.4039
H 4.05 2.20 -0.30 0.4559
H 6.24 1.97 -1.15 0.3876
H 6.22 0.22 -1.16 0.3054
H 5.27 1.14 -2.37 0.3215
C 3.46 -0.57 -2.46 -0.6190
C 4.52 -1.64 -2.24 -1.4910
H 3.85 0.23 -3.11 0.5239
H 2.60 -0.97 -3.00 0.3573
H 4.67 -2.22 -3.16 0.4475
H 5.50 -1.20 -2.02 0.2133
H 4.25 -2.33 -1.45 0.2668
C 2.81 -1.19 0.32 -0.1946
C 4.11 -1.62 1.01 -1.5399
H 2.34 -2.05 -0.18 0.0716
H 2.10 -0.85 1.08 0.2003
H 3.91 -2.51 1.61 0.4272
H 4.91 -1.87 0.31 0.2487
H 4.45 -0.84 1.71 0.4284
C -0.73 -2.82 -0.17 0.1918
C -1.36 -4.22 -0.15 -1.3708
H -1.14 -2.22 0.66 -0.2235
H 0.35 -2.90 0.01 0.2698
H -2.43 -4.20 0.10 0.3278
H -1.25 -4.76 -1.10 0.3014
H -0.85 -4.83 0.61 0.4173
C -0.01 -2.83 -2.91 -0.6599
C -0.17 -2.31 -4.34 -1.2024
H -0.39 -3.87 -2.84 0.5018
H 1.06 -2.83 -2.63 0.4323
H -1.19 -2.47 -4.71 0.3643
H 0.05 -1.23 -4.43 0.1201
H 0.51 -2.85 -5.02 0.4432
C -2.67 -2.20 -2.17 -1.3455
C -3.74 -1.59 -1.24 -0.8714
H -2.72 -3.30 -2.21 0.6750
H -2.79 -1.86 -3.22 0.5069
H -4.65 -1.38 -1.82 0.4193
H -4.02 -2.30 -0.46 0.3252
H -3.42 -0.67 -0.71 -0.0479
C -0.79 0.40 3.18 -1.2440
C -1.82 0.18 2.10 -0.2594
O -1.40 0.43 0.73 -0.1791
H -0.06 -0.41 3.21 0.3031
H -1.29 0.42 4.15 0.4148
H -0.28 1.36 3.06 0.3108
H -2.20 -0.84 2.07 0.2867
H -2.69 0.83 2.21 0.3752
H -0.44 0.34 0.64 0.0661
```

Results
energy relative to the best compared isomer or geometry (same formula, charge and spin): 3.8344 eV
charge: +2
calculated total energy: -4457.140550 Ha

=====

[3]
C27H47BF2I2N2O7Si | ωB97M-V with the def2-TZVPD basis set

XYZ file:
```
89
Properties=species:S:1:pos:R:3:mulliken_charge:R:1
C -3.36 4.71 0.26 -1.0901
C -1.87 5.03 0.29 -0.6895
C -1.10 3.93 -0.42 -0.0024
O -0.79 2.96 0.56 -0.0846
C -0.30 1.76 0.03 -1.9472
C -0.74 0.60 0.91 2.4687
C -2.29 0.50 0.95 0.7972
F -2.66 -0.65 1.52 -0.3536
F -2.69 1.46 1.81 -0.2508
C -3.04 0.76 -0.32 -0.3964
C -2.96 -0.33 -1.41 -0.8563
Si -2.45 0.25 -3.14 0.4773
C -0.57 0.12 -3.36 -1.4791
C -2.98 2.02 -3.52 -1.4990
C -3.17 -0.85 -4.48 0.3974
C -4.37 -0.56 -5.06 -0.3490
C -4.85 -1.35 -6.05 -0.7563
C -4.15 -2.42 -6.48 -0.3890
C -2.96 -2.74 -5.90 -0.7916
C -2.49 -1.95 -4.91 -0.2049
C -0.20 -0.69 0.34 -1.7459
N 1.00 -1.28 1.04 -0.6521
I 0.34 -2.83 2.33 0.3566
B 1.91 -1.92 -0.05 1.4062
O 1.94 -3.21 -0.08 -0.5765
O 2.58 -1.11 -0.87 -0.5303
C 1.79 -0.17 1.71 0.6961
C 3.13 -0.56 2.31 -2.2835
O 4.09 -0.02 1.45 -0.2561
C 5.45 -0.20 1.84 -0.3231
C 6.30 -0.57 0.65 -1.1081
C 0.92 0.66 2.66 -0.8726
I 1.96 2.61 2.70 0.0706
C 0.79 0.11 4.08 -0.4215
C 0.56 1.06 5.24 -1.2982
C -0.70 1.90 5.12 0.4409
N -0.61 3.27 4.95 -0.3869
O -1.77 1.36 5.20 -0.6108
O -0.37 0.91 2.23 0.1717
H -3.86 5.19 1.08 0.4042
H -3.80 5.07 -0.66 0.3122
H -3.54 3.66 0.38 0.2106
H -1.58 5.03 1.32 0.3012
H -1.70 5.98 -0.19 0.4628
H -1.73 3.54 -1.20 -0.1153
H -0.18 4.36 -0.81 0.3063
H -0.66 1.66 -0.98 0.0310
H 0.78 1.84 0.00 0.8825
H -4.08 0.81 -0.02 0.5925
H -2.83 1.72 -0.73 -0.4522
H -2.32 -1.17 -1.16 0.3921
H -3.94 -0.75 -1.54 0.7418
H -0.37 0.00 -4.41 0.5994
H -0.19 -0.78 -2.89 0.2326
H -0.04 1.01 -3.05 0.4907
H -3.77 2.31 -2.85 0.4042
H -3.35 2.09 -4.53 0.5906
H -2.13 2.67 -3.38 0.3716
H -4.92 0.30 -4.75 0.3845
H -5.78 -1.09 -6.50 0.4033
H -4.51 -3.03 -7.28 0.4036
H -2.41 -3.59 -6.24 0.4361
H -1.55 -2.20 -4.47 0.3156
H 0.09 -0.49 -0.68 0.4633
H -0.92 -1.48 0.27 0.3292
H 2.90 -3.55 -0.35 0.2045
H 3.27 -1.63 -1.32 0.3198
H 2.10 0.49 0.92 0.6055
H 3.24 -1.62 2.51 0.5805
H 3.24 -0.05 3.26 0.6093
H 5.81 0.74 2.23 0.3246
H 5.51 -0.94 2.63 0.3479
H 5.75 -0.47 -0.26 0.2262
H 7.16 0.07 0.57 0.3242
H 6.66 -1.57 0.70 0.3688
H -0.09 -0.52 4.07 0.4509
H 1.61 -0.53 4.35 0.4794
H 1.43 1.64 5.50 0.5472
H 0.36 0.44 6.10 0.4803
H 0.34 3.59 5.05 0.2084
H -1.16 3.75 5.65 0.2849
C 3.36 -5.88 1.55 -0.5685
C 4.62 -5.39 0.83 -0.3464
O 4.30 -4.86 -0.39 -0.9099
H 2.86 -6.65 0.96 0.2472
H 3.56 -6.30 2.54 0.3850
H 2.70 -5.00 1.65 -0.1500
H 5.34 -6.24 0.82 0.3332
H 5.11 -4.70 1.56 0.0754
```

Results
calculated total energy: -2802.625562 Ha

=====

[4]
C27H48AsF6O21 | ωB97M-V with the def2-TZVPD basis set

XYZ file:
```
103
Properties=species:S:1:pos:R:3:mulliken_spin:R:1
As -0.23 -0.42 -0.86 -0.0014
F 1.15 -1.27 -1.59 0.0007
F 0.85 0.39 0.35 -0.0001
F -1.63 0.30 0.04 -0.0001
F -1.48 -0.99 -2.02 -0.0004
F -0.45 -1.95 0.12 0.0026
F 0.01 0.98 -2.01 0.0000
C 0.27 -0.89 -5.22 -0.0001
O -0.74 -0.91 -6.24 0.0000
H -0.19 -0.92 -4.24 0.0001
H 1.07 -1.64 -5.23 0.0000
H 0.97 -0.05 -5.25 0.0000
H -1.25 -1.72 -6.23 0.0000
C 1.55 -3.65 2.00 0.0444
O 0.31 -4.04 1.33 0.7966
H 1.72 -4.26 2.89 0.0400
H 2.46 -3.75 1.41 0.0956
H 1.61 -2.58 2.22 0.0064
H -0.08 -3.25 0.94 -0.0134
C 3.48 -3.50 -3.36 0.0014
O 4.39 -3.57 -2.27 0.0176
H 2.44 -3.27 -3.15 0.0007
H 3.94 -2.68 -3.91 0.0023
H 3.51 -4.36 -4.03 -0.0001
H 4.51 -2.79 -1.73 -0.0004
C 1.24 3.32 3.05 0.0001
C 2.79 2.95 3.23 0.0001
C 3.60 4.11 3.63 0.0000
O 4.44 3.58 4.59 0.0000
C 4.12 2.40 4.96 0.0000
O 4.87 1.68 5.62 0.0000
O 2.95 2.06 4.33 0.0000
H 0.66 3.40 3.97 0.0000
H 0.91 2.46 2.48 -0.0001
H 0.87 4.25 2.61 0.0000
H 3.24 2.52 2.34 0.0000
H 2.96 4.87 4.08 0.0000
H 4.10 4.71 2.87 0.0000
C 4.36 -0.10 0.46 0.0019
C 5.51 0.22 1.41 -0.0004
C 5.33 -0.45 2.73 0.0001
O 6.51 -1.24 2.98 0.0000
C 7.22 -1.29 1.93 0.0000
O 8.33 -1.83 1.84 0.0000
O 6.73 -0.41 0.92 0.0000
H 3.42 0.37 0.73 0.0001
H 3.91 -1.09 0.56 -0.0008
H 4.64 -0.01 -0.59 0.0001
H 5.81 1.27 1.46 0.0000
H 4.53 -1.17 2.61 0.0002
H 5.12 0.36 3.43 0.0000
C 1.33 3.87 -1.25 0.0000
C -0.10 4.36 -1.57 0.0000
C -1.09 3.52 -0.72 0.0000
O -1.71 4.46 0.03 -0.0001
C -1.25 5.72 -0.29 0.0000
O -1.62 6.67 0.34 0.0000
O -0.28 5.67 -1.04 0.0000
H 2.13 4.50 -1.62 0.0000
H 1.57 2.85 -1.56 0.0000
H 1.33 3.79 -0.16 0.0000
H -0.30 4.26 -2.64 0.0000
H -0.53 2.89 -0.03 0.0000
H -1.75 2.84 -1.27 0.0001
C -4.59 -0.01 -2.63 0.0000
C -4.32 -1.39 -1.99 -0.0002
C -4.58 -1.25 -0.52 0.0000
O -5.30 -2.38 -0.08 0.0000
C -5.94 -2.82 -1.17 0.0000
O -6.84 -3.63 -1.04 0.0000
O -5.50 -2.23 -2.28 0.0000
H -4.52 -0.22 -3.70 0.0000
H -3.95 0.79 -2.26 0.0000
H -5.60 0.33 -2.42 0.0000
H -3.37 -1.91 -2.12 0.0003
H -4.98 -0.31 -0.13 0.0000
H -3.66 -1.28 0.07 0.0000
C -4.78 3.84 1.65 0.0000
C -4.37 3.21 3.00 0.0000
C -3.17 2.24 2.95 -0.0001
O -2.25 2.87 3.79 0.0000
C -2.76 3.97 4.37 0.0000
O -2.13 4.67 5.10 0.0000
O -3.89 4.31 3.75 0.0000
H -4.24 4.76 1.41 0.0000
H -5.82 4.10 1.81 0.0000
H -4.80 3.19 0.78 0.0000
H -5.20 2.79 3.58 0.0000
H -2.66 1.97 2.02 0.0001
H -3.43 1.24 3.28 0.0000
C -2.09 -5.44 -0.57 0.0008
C -2.14 -5.05 -2.04 -0.0014
C -0.87 -4.35 -2.53 0.0038
O -0.64 -5.12 -3.72 0.0016
C -1.39 -6.25 -3.88 -0.0001
O -1.40 -6.96 -4.83 0.0001
O -2.19 -6.32 -2.71 0.0007
H -2.34 -4.59 0.07 0.0005
H -1.16 -5.93 -0.31 0.0013
H -2.85 -6.18 -0.34 0.0000
H -3.08 -4.54 -2.27 0.0019
H -0.04 -4.31 -1.84 -0.0030
H -1.24 -3.34 -2.67 0.0000
```

Results
expectation value of S²: 0.754
spin multiplicity: 2
calculated total energy: -5472.460518 Ha

=====

[5]
C27H48ClN2SbSi3Ti | ωB97M-V with the def2-TZVPD basis set

XYZ file:
```
83
Properties=species:S:1:pos:R:3:mulliken_charge:R:1
Ti -1.40 -0.36 0.46 -1.6813
C -0.97 1.98 -2.64 -1.0479
Sb 0.58 1.52 -1.22 0.1255
C -0.75 1.56 0.60 1.1549
C 0.19 1.91 1.71 0.0098
C 1.08 0.99 2.28 0.0063
C 1.94 1.39 3.29 -0.8819
C 1.88 2.71 3.73 -0.8090
C 0.97 3.55 3.12 -0.7232
N 0.16 3.18 2.14 -0.3175
Si -2.15 2.87 0.57 0.6882
C -3.64 2.41 -0.51 -1.2302
C -1.53 4.55 -0.04 -1.2763
C -2.94 2.97 2.27 -1.2135
C 1.12 -0.59 -1.90 1.8533
C 0.45 -1.71 -1.16 -1.9627
C 0.18 -2.95 -1.63 -0.1571
C -0.49 -3.92 -0.79 -1.2600
C -0.77 -3.68 0.50 -1.7703
C -0.39 -2.40 1.17 1.1542
N 0.11 -1.39 0.16 0.9720
Si 0.82 -0.63 -3.80 1.0114
C 1.81 -1.95 -4.72 -1.4093
C 1.41 0.98 -4.60 -1.4869
C -1.00 -0.91 -4.18 -1.2490
Si 3.01 -0.74 -1.54 0.3719
C 3.60 -2.52 -1.73 -1.0818
C 3.99 0.38 -2.68 -1.0807
C 3.48 -0.27 0.22 -1.1375
H -1.38 2.94 -2.35 0.4063
H -1.77 1.23 -2.64 0.1109
H -0.55 2.07 -3.64 0.3590
H 1.10 -0.03 1.92 0.7742
H 2.63 0.69 3.73 0.4815
H 2.53 3.07 4.52 0.4464
H 0.90 4.59 3.43 0.4727
H -3.44 2.24 -1.56 0.3568
H -4.31 3.27 -0.43 0.3548
H -4.19 1.55 -0.13 0.2910
H -2.12 4.92 -0.87 0.3759
H -0.48 4.51 -0.35 0.2904
H -1.58 5.27 0.77 0.3942
H -3.53 2.07 2.47 0.2140
H -3.64 3.80 2.26 0.3817
H -2.25 3.11 3.09 0.3237
H 0.42 -3.22 -2.64 0.2318
H -0.78 -4.86 -1.23 0.3999
H -1.28 -4.42 1.11 0.4704
H 0.42 -2.54 1.89 0.4762
H 2.88 -1.75 -4.69 0.3300
H 1.50 -1.90 -5.76 0.3940
H 1.65 -2.97 -4.38 0.4078
H 1.67 1.79 -3.91 0.3253
H 0.64 1.36 -5.27 0.5100
H 2.30 0.78 -5.20 0.4333
H -1.52 -1.41 -3.37 0.2548
H -1.09 -1.54 -5.07 0.4817
H -1.53 0.02 -4.39 0.4375
H 3.58 -2.88 -2.75 0.3006
H 3.00 -3.20 -1.12 0.2857
H 4.63 -2.57 -1.37 0.4537
H 3.93 0.10 -3.73 0.2705
H 5.05 0.32 -2.39 0.4643
H 3.69 1.42 -2.59 0.2397
H 3.00 -0.92 0.95 0.2084
H 3.27 0.76 0.47 0.2471
H 4.56 -0.42 0.31 0.5818
C -0.30 -2.10 4.15 -2.0466
C -1.61 -1.66 3.50 2.8027
C -1.94 -0.24 3.98 -1.6212
C -2.73 -2.58 4.00 -1.9788
C -1.60 -1.73 1.96 -0.4933
H -0.40 -2.07 5.24 0.5104
H 0.53 -1.44 3.88 0.2017
H -0.03 -3.12 3.88 0.4805
H -2.00 -0.21 5.08 0.5299
H -2.90 0.09 3.59 0.2657
H -1.18 0.47 3.67 0.2403
H -2.82 -2.53 5.09 0.4465
H -2.53 -3.62 3.73 0.3937
H -3.69 -2.30 3.57 0.4432
H -2.51 -2.24 1.60 0.5681
Cl -2.94 -0.89 -1.05 -0.5520
```

Results
energy relative to the best compared isomer or geometry (same formula, charge and spin): 0.0000 eV
calculated total energy: -3585.605129 Ha